Molecular formula: C8H10N2
Method: DFT, ωB97M-V/def2-TZVPD

Element x y z (Å)
C -2.518 -0.850 -3.116
C -3.344 0.275 -2.899
C -4.563 -0.007 -3.457
N -4.402 -1.173 -4.159
C -3.190 -1.770 -3.888
H -1.526 -1.071 -2.723
H -3.142 1.095 -2.211
H -5.422 0.663 -3.498
H -4.967 -1.681 -4.844
H -2.979 -2.736 -4.347
C 3.698 0.686 2.308
C 4.497 1.444 3.255
C 4.118 1.133 4.533
N 3.042 0.284 4.418
C 2.798 0.003 3.099
H 3.810 0.632 1.225
H 5.267 2.187 3.044
H 4.372 1.627 5.470
H 2.365 -0.035 5.116
H 2.087 -0.705 2.674

Summary:
Spin multiplicity   1
E   -11437.1483 eV
Kohn-Sham gap   0.3451 Eh
Relative energy (zero: lowest compared OMol25 entry of this formula, charge and spin)   58.3 kJ/mol

Here are the Löwdin charges for atoms 1 to 8, given in e:
1 C -0.133
2 C -0.124
3 C -0.142
4 N -0.023
5 C -0.134
6 H 0.091
7 H 0.096
8 H 0.109



Molecular formula: C21H33BClN6NiO2
Method: DFT, ωB97M-V/def2-TZVPD

Element x y z (Å)
Ni -0.214 -0.345 0.082
C -3.521 1.509 1.464
C -2.605 2.727 1.571
C -2.461 3.403 0.204
C -1.252 2.398 2.136
C -0.667 2.949 3.292
C 0.599 2.408 3.331
N 0.731 1.594 2.271
N -0.397 1.580 1.534
B 1.999 0.889 1.782
N 1.945 -0.648 1.911
C 2.758 -1.436 2.626
C 2.569 -2.735 2.213
C 1.594 -2.658 1.204
N 1.232 -1.389 1.037
C 1.120 -3.820 0.371
C 0.724 -3.399 -1.043
C 0.018 -4.659 1.033
N 2.225 1.213 0.285
C 3.243 1.907 -0.237
C 3.082 1.949 -1.604
C 1.896 1.237 -1.846
N 1.384 0.801 -0.696
C 1.279 1.006 -3.197
C 0.116 1.970 -3.447
C 0.880 -0.452 -3.411
H -4.543 1.823 1.235
H -3.528 0.930 2.389
H -3.169 0.868 0.658
H -3.054 3.442 2.269
H -2.010 2.702 -0.500
H -1.828 4.290 0.267
H -3.440 3.701 -0.182
H -1.112 3.644 3.984
H 1.414 2.546 4.022
H 2.940 1.292 2.421
H 3.423 -1.010 3.358
H 3.062 -3.623 2.570
H 2.001 -4.468 0.303
H -0.190 -2.801 -1.036
H 0.533 -4.283 -1.656
H 1.516 -2.814 -1.513
H -0.965 -4.226 0.860
H 0.169 -4.743 2.110
H 0.014 -5.664 0.604
H 4.009 2.310 0.404
H 3.720 2.416 -2.335
H 2.067 1.250 -3.919
H -0.688 1.784 -2.736
H -0.270 1.840 -4.462
H 0.444 3.006 -3.337
H 0.128 -0.773 -2.692
H 1.746 -1.109 -3.307
H 0.464 -0.589 -4.413
C -3.423 0.181 -2.609
C -2.279 -0.467 -1.840
O -2.066 -1.675 -1.955
O -1.579 0.365 -1.158
H -4.069 -0.577 -3.046
H -3.003 0.801 -3.405
H -3.993 0.838 -1.951
Cl -1.368 -1.432 2.790
C -1.571 -1.402 0.971
H -2.581 -1.031 0.819
H -1.551 -2.445 0.671

Summary:
Spin multiplicity   1
Net charge   -1
E   -89595.9367 eV
Kohn-Sham gap (spin up / spin down)   0.2935 / 0.2724 Eh

Here are the Löwdin charges for atoms 1 to 8, given in e:
1 Ni 0.429
2 C -0.067
3 C -0.362
4 C -0.067
5 C -0.282
6 C -0.026
7 C -0.090
8 N -0.027



Molecular formula: C33H34FeI2N6O6
Method: DFT, ωB97M-V/def2-TZVPD

Element x y z (Å)
Fe -0.639 -0.026 0.692
I -6.917 1.889 -3.451
C -5.101 1.773 -2.410
C -4.111 2.712 -2.647
C -2.936 2.632 -1.928
I -1.438 4.048 -2.258
C -2.663 1.631 -0.947
O -1.583 1.643 -0.277
C -3.721 0.667 -0.761
C -3.556 -0.509 0.186
N -2.745 -0.207 1.356
C -3.187 0.906 2.167
C -2.049 1.547 2.924
C -2.314 2.367 4.016
C -1.258 2.955 4.686
C 0.034 2.694 4.260
C 0.216 1.858 3.169
N -0.805 1.317 2.503
C -4.902 0.770 -1.471
H -4.250 3.500 -3.375
H -3.040 -1.320 -0.333
H -4.559 -0.873 0.459
H -2.587 -1.016 1.969
H -3.955 0.613 2.895
H -3.625 1.666 1.514
H -3.337 2.515 4.337
H -1.440 3.593 5.543
H 0.894 3.111 4.767
H 1.198 1.596 2.797
H -5.684 0.041 -1.284
C -1.360 -0.852 5.949
C -1.056 -1.190 4.486
O -2.066 -1.292 3.740
C 0.288 -1.391 4.173
C 0.860 -1.871 2.952
C 2.161 -2.632 3.079
N 0.329 -1.705 1.776
N 0.981 -2.434 0.766
C 0.317 -2.357 -0.350
O -0.767 -1.701 -0.540
C 0.887 -3.078 -1.533
C 0.242 -2.959 -2.761
C 0.748 -3.595 -3.887
C 1.914 -4.342 -3.802
C 2.569 -4.455 -2.579
C 2.056 -3.834 -1.451
H -1.855 0.121 5.977
H -2.064 -1.589 6.345
H -0.472 -0.816 6.580
H 0.973 -1.353 5.013
H 2.505 -2.625 4.113
H 2.032 -3.663 2.746
H 2.914 -2.181 2.429
H -0.643 -2.337 -2.805
H 0.242 -3.484 -4.839
H 2.318 -4.827 -4.684
H 3.486 -5.030 -2.507
H 2.552 -3.902 -0.492
C 2.449 3.415 -2.017
C 2.436 2.311 -3.068
C 2.564 0.893 -2.474
C 2.732 -0.171 -3.585
C 1.782 -0.087 -4.774
C 3.842 0.862 -1.665
O 4.952 1.004 -2.160
N 3.680 0.701 -0.333
C 2.459 0.677 0.392
O 2.594 0.729 1.610
N 1.292 0.625 -0.275
C 1.285 0.629 -1.646
O 0.250 0.502 -2.279
H 2.286 4.388 -2.484
H 3.404 3.454 -1.486
H 1.653 3.264 -1.284
H 3.252 2.455 -3.782
H 1.492 2.343 -3.615
H 2.647 -1.160 -3.125
H 3.761 -0.076 -3.942
H 0.744 -0.143 -4.454
H 1.988 -0.917 -5.455
H 1.921 0.841 -5.335
H 4.505 0.743 0.245

Summary:
Spin multiplicity   5
Net charge   -2
E   -106593.2173 eV
Kohn-Sham gap (spin up / spin down)   0.1809 / 0.1814 Eh
Relative energy (zero: lowest compared OMol25 entry of this formula, charge and spin)   0.0 kJ/mol

Here are the Löwdin charges for atoms 1 to 8, given in e:
1 Fe 0.807
2 I 0.730
3 C -0.768
4 C -0.269
5 C -0.627
6 I 0.890
7 C -0.451
8 O -0.166



Molecular formula: C18H23BrN2O5
Method: DFT, ωB97M-V/def2-TZVPD

Element x y z (Å)
C -0.426 -0.204 6.072
N 0.371 0.956 5.672
C 0.694 1.333 4.431
O 1.341 2.359 4.270
C 0.200 0.505 3.223
C 0.999 0.758 1.922
C 0.548 -0.063 0.697
C 1.421 0.282 -0.508
C 0.632 -1.575 0.929
N -1.254 0.605 2.990
C -2.056 1.669 2.910
C -1.531 3.079 3.080
O -3.246 1.499 2.697
H -0.462 -0.268 7.161
H -1.447 -0.107 5.697
H 0.018 -1.122 5.684
H 0.721 1.562 6.399
H 0.399 -0.530 3.494
H 0.933 1.815 1.665
H 2.049 0.539 2.121
H -0.481 0.195 0.448
H 1.041 -0.237 -1.387
H 1.380 1.355 -0.698
H 2.454 -0.015 -0.328
H -0.061 -1.875 1.713
H 0.356 -2.098 0.013
H 1.648 -1.855 1.209
H -1.746 -0.264 2.854
H -2.311 3.780 2.790
H -1.271 3.249 4.122
H -0.659 3.234 2.451
O -3.167 0.724 -6.327
C -2.894 -0.407 -5.959
O -3.764 -1.440 -6.055
C -1.567 -0.659 -5.382
C -1.130 -1.847 -4.837
C 0.220 -1.619 -4.383
C 1.189 -2.400 -3.742
C 2.436 -1.831 -3.436
Br 3.777 -2.850 -2.537
C 2.703 -0.498 -3.781
C 1.727 0.275 -4.419
C 0.491 -0.298 -4.708
O -0.578 0.297 -5.311
H -4.558 -1.051 -6.452
H -1.702 -2.768 -4.759
H 0.982 -3.433 -3.479
H 3.670 -0.066 -3.542
H 1.914 1.310 -4.687

Summary:
Spin multiplicity   1
E   -102300.3190 eV
Kohn-Sham gap   0.3286 Eh
Relative energy (zero: lowest compared OMol25 entry of this formula, charge and spin)   14.2 kJ/mol

Here are the Löwdin charges for atoms 1 to 8, given in e:
1 C -0.063
2 N 0.032
3 C -0.474
4 O 0.047
5 C -0.206
6 C -0.120
7 C -0.423
8 C -0.075



Molecular formula: C6H11FN2
Method: DFT, ωB97M-V/def2-TZVPD

Element x y z (Å)
C 1.598 2.416 2.556
C -0.454 -2.289 -0.574
C 0.510 -1.679 -1.660
C -1.241 -1.042 -0.103
C 0.620 -0.222 -1.251
C -0.952 1.285 -0.162
N 0.505 1.838 2.577
N -0.546 0.060 -0.644
F -0.242 2.348 -0.673
H 1.889 2.596 1.438
H -0.980 -3.082 -0.958
H 0.211 -2.508 0.200
H 1.454 -2.293 -1.663
H 0.127 -1.691 -2.615
H -2.280 -0.877 -0.711
H -1.529 -1.059 0.914
H 2.110 2.704 3.477
H 0.964 0.446 -2.025
H -1.888 1.568 0.179
H 0.125 1.479 1.698

Summary:
Spin multiplicity   1
E   -12093.1285 eV
Kohn-Sham gap (spin up / spin down)   0.2810 / 0.2814 Eh
Relative energy (zero: lowest compared OMol25 entry of this formula, charge and spin)   411.1 kJ/mol

Here are the Löwdin charges for atoms 1 to 8, given in e:
1 C -0.163
2 C -0.113
3 C -0.167
4 C -0.140
5 C -0.065
6 C -0.162
7 N -0.003
8 N -0.159



Molecular formula: C31H55BrFeNP3
Method: DFT, ωB97M-V/def2-TZVPD

Element x y z (Å)
N -3.053 5.846 1.704
C -2.636 5.000 2.656
C -1.427 4.269 2.547
C -0.533 4.436 1.457
C -1.044 5.305 0.436
C -2.245 6.050 0.657
C 0.775 3.722 1.415
Fe 1.863 0.238 -0.572
P 1.393 -2.231 -0.920
C 1.394 3.502 0.245
C 2.437 2.398 -0.108
C 2.922 2.295 -1.478
C 3.738 1.246 -1.898
C 4.081 0.404 -0.842
C 4.048 0.640 0.540
C 3.229 1.769 0.933
Br 4.789 -1.361 -1.541
H 0.896 3.013 2.216
H 0.944 3.884 -0.678
H -1.185 3.506 3.299
H -0.580 5.363 -0.554
H -3.332 4.801 3.491
H -2.629 6.751 -0.119
H 2.666 3.079 -2.180
H 3.265 2.341 1.945
H 4.185 1.025 -2.893
H 4.713 -0.013 1.159
P -1.353 0.545 -1.631
C 2.399 -2.642 0.620
C 3.564 -3.600 0.433
H 1.713 -3.010 1.399
H 2.777 -1.687 1.038
H 4.135 -3.658 1.379
H 3.285 -4.626 0.110
H 4.241 -3.103 -0.296
C 2.141 -1.983 -2.615
C 2.762 -3.174 -3.331
H 2.960 -1.230 -2.487
H 1.430 -1.446 -3.256
H 3.432 -2.785 -4.113
H 3.371 -3.802 -2.665
H 2.004 -3.800 -3.816
C 0.256 -3.678 -1.125
C 0.883 -5.080 -1.190
H -0.330 -3.492 -2.040
H -0.468 -3.610 -0.288
H 0.074 -5.799 -1.407
H 1.625 -5.173 -2.001
H 1.352 -5.345 -0.234
C -2.988 -0.397 -1.583
C -2.880 -1.898 -1.872
H -3.663 0.087 -2.315
H -3.453 -0.235 -0.586
H -3.894 -2.305 -1.985
H -2.344 -2.114 -2.816
H -2.398 -2.415 -1.022
C -0.814 0.154 -3.362
C 0.085 1.266 -3.915
H -1.698 -0.032 -3.990
H -0.278 -0.811 -3.273
H 0.324 1.054 -4.968
H -0.411 2.246 -3.862
H 1.011 1.320 -3.308
C -1.959 2.313 -1.720
C -3.203 2.629 -0.880
H -2.121 2.577 -2.772
H -1.113 2.909 -1.338
H -3.501 3.677 -1.061
H -4.080 1.998 -1.104
H -2.984 2.517 0.195
C -0.617 -3.274 2.447
C -1.524 -2.220 1.843
P -0.630 -0.630 1.578
C -2.055 0.616 1.824
C -3.001 0.467 3.045
C 0.061 -0.203 3.268
C -0.503 -0.745 4.584
H -0.084 -3.826 1.667
H -1.229 -3.954 3.064
H 0.147 -2.808 3.066
H -1.962 -2.528 0.867
H -2.363 -1.982 2.503
H -1.562 1.643 1.891
H -2.687 0.563 0.910
H -2.669 1.052 3.917
H -4.001 0.842 2.776
H -3.148 -0.550 3.424
H 1.137 -0.466 3.205
H -0.021 0.890 3.320
H -0.563 -1.826 4.677
H 0.176 -0.392 5.380
H -1.467 -0.310 4.884

Summary:
Spin multiplicity   5
Net charge   +2
E   -166806.1189 eV
Kohn-Sham gap (spin up / spin down)   0.2279 / 0.2222 Eh
Relative energy (zero: lowest compared OMol25 entry of this formula, charge and spin)   149.3 kJ/mol

Here are the Löwdin charges for atoms 1 to 8, given in e:
1 N 0.069
2 C -0.110
3 C -0.035
4 C -0.208
5 C -0.015
6 C -0.119
7 C -0.014
8 Fe 0.662